No. 1
{
  "formula": "C56H44N4O4OsTe",
  "method": "wB97M-V/def2-TZVPD",
  "total_charge": 2,
  "homo_energy_ev": [-11.8, -11.8],
  "orbital_gap_ha": [0.18619, 0.18644],
  "elements": ["H", "C", "H", "H", "C", "C", "C", "H", "C", "C", "C", "C", "C", "C", "C", "H", "H", "C", "C", "C", "H", "H", "H", "C", "N", "C", "C", "C", "H", "H", "C", "H", "H", "N", "C", "H", "O", "C", "H", "C", "C", "H", "H", "H", "C", "H", "H", "H", "C", "C", "C", "C", "C", "C", "C", "C", "C", "C", "H", "C", "H", "C", "C", "H", "C", "H", "C", "C", "H", "C", "C", "C", "H", "O", "C", "H", "H", "C", "N", "H", "H", "C", "H", "H", "H", "C", "C", "C", "Os", "H", "C", "O", "C", "O", "Te", "H", "C", "H", "H", "H", "H", "H", "H", "C", "H", "N", "C", "H", "C", "C"],
  "xyz": [[-4.4647, -0.3190, 2.7529], [-6.0694, 2.3132, 0.4106], [9.1054, -2.9419, -1.9379], [4.6924, 6.4325, 1.8671], [3.0382, -0.1302, 0.0669], [-0.3870, -1.0001, 3.2237], [-0.3572, 0.5730, -3.5056], [4.0497, 8.5749, -1.9577], [-3.6245, -6.4880, 2.4490], [1.9439, 5.3029, -0.5794], [2.5528, 6.5388, -0.7509], [-1.8318, -4.3511, 2.1922], [8.7360, -3.9658, -2.0188], [0.2626, 3.1198, 0.9302], [2.3103, 4.4559, 0.4582], [-5.2818, -9.2531, 2.1669], [-1.9207, 1.7120, -1.1890], [0.3324, -3.2125, 1.5431], [-3.6828, -5.4069, 3.3431], [-8.8839, 2.3766, 0.3058], [3.1141, -2.8943, -2.3125], [4.9838, 0.4206, -0.8913], [8.7607, -4.4487, -1.0402], [6.6126, -2.6910, -0.6911], [-2.2767, -1.2720, 1.9083], [-2.8115, -4.3613, 3.2075], [3.3115, 4.8734, 1.3398], [-2.6581, 1.2799, 1.5531], [9.3587, -4.5213, -2.7115], [1.3277, -0.5481, -2.6952], [-0.9845, 0.2604, 3.1113], [-2.8190, 4.2826, 1.2362], [-3.6073, 1.4515, -3.9246], [2.0006, 0.6400, 0.6148], [-1.7763, 2.3025, 1.2738], [5.0550, -3.9635, -3.4102], [-4.5078, -7.4593, 2.6563], [-1.9570, 0.0953, 2.0856], [-0.7376, 1.1783, 3.6229], [3.8566, 9.0184, -0.9790], [-0.6608, 4.2289, 0.9355], [3.1535, -4.3207, 0.2586], [1.0672, 1.0292, -1.9180], [-4.7122, -8.3152, 0.7684], [1.6544, 3.1351, 0.6436], [7.5813, -2.6366, -0.2171], [-2.8526, -3.5452, 3.9181], [-3.1219, 0.4613, -1.5821], [5.5218, -2.0791, -0.0849], [0.0670, 0.6585, -4.8255], [-1.9034, 3.7236, 1.1320], [-0.8262, 1.0412, -5.8150], [2.1048, -2.3699, 0.5593], [4.0831, 0.7541, -0.4037], [3.9218, 6.0985, 1.1854], [6.4402, -3.3694, -1.8951], [-2.6847, -6.4823, 1.4087], [1.1838, -4.3095, 1.2075], [-6.9134, -0.1835, 2.5531], [3.7158, 2.0122, -0.1361], [-4.0902, 2.8991, -0.0764], [-4.4965, -8.6031, 1.7978], [0.5762, 0.1768, -2.3903], [-2.6549, -7.2844, 0.6869], [-4.9090, 0.4216, 2.1020], [-8.6422, 3.3934, 0.6169], [-1.3309, -1.9114, 2.5246], [-4.0828, 1.3219, 1.3946], [-2.8420, 1.6166, -6.2662], [2.3919, 1.9904, 0.4569], [3.0843, -1.4934, 0.0020], [4.0966, -2.8277, -1.8568], [3.6067, 4.2294, 2.1604], [-8.1986, 1.4222, 1.1211], [-2.1445, 1.3306, -5.4904], [4.4932, 9.8861, -0.8439], [-4.4188, -5.4324, 4.1348], [-0.9279, -3.2436, 2.1090], [0.9535, -2.0054, 1.1514], [-9.9404, 2.1892, 0.4607], [-8.6373, 2.2331, -0.7468], [2.2792, -3.7955, 0.6044], [-0.4965, 1.1018, -6.8434], [4.2546, 2.9187, -0.3556], [1.1779, 4.9944, -1.2826], [-6.2714, 0.4874, 1.9990], [5.1691, -3.4318, -2.4750], [-2.5750, 1.2386, -4.1750], [0.2259, 0.0848, 1.2918], [1.0066, -5.3371, 1.4769], [-2.0924, 0.7807, -1.7296], [7.4222, -3.9924, -2.5677], [3.5474, 6.9441, 0.1371], [4.1998, 8.1160, 0.0671], [-0.7655, -0.7084, -0.9716], [0.3961, -1.3149, 3.8966], [-4.6992, 2.2461, 0.5350], [5.6646, -1.5596, 0.8559], [1.0925, 0.4210, -5.0808], [2.8100, 9.3207, -0.9072], [-1.1378, -5.4033, 0.4421], [-6.5112, 3.0257, -0.2696], [-3.5368, -9.1176, 1.8551], [-6.8708, 1.4393, 1.1580], [2.2527, 7.1690, -1.5748], [-0.4015, 1.9901, 1.1668], [4.2582, -2.1347, -0.6542], [-0.3787, 5.2626, 0.8261], [-1.8094, -5.4259, 1.2889], [-1.6820, 0.8658, -3.1792]],
  "forces_ev_per_angstrom": [[0.0, 0.0, 0.0], [0.0, 0.0, 0.0], [0.0, 0.0, 0.0], [0.0, 0.0, 0.0], [0.0, -0.1, 0.0], [-0.1, 0.0, -0.1], [0.0, 0.0, 0.0], [0.0, 0.0, 0.0], [0.1, 0.0, 0.0], [0.0, 0.0, 0.0], [0.0, 0.0, 0.0], [-0.1, -0.2, 0.0], [0.0, 0.0, 0.0], [0.0, 0.0, 0.0], [0.0, 0.0, 0.0], [0.0, 0.0, 0.0], [0.0, 0.0, 0.0], [-0.2, 0.0, 0.2], [0.0, 0.0, 0.0], [0.0, 0.0, 0.0], [0.0, 0.0, 0.0], [0.0, 0.0, 0.0], [0.0, 0.0, 0.0], [0.0, 0.0, 0.0], [0.0, 0.0, 0.0], [0.0, 0.0, 0.0], [0.0, 0.0, 0.0], [0.0, 0.0, 0.0], [0.0, 0.0, 0.0], [0.0, 0.0, 0.0], [0.1, 0.0, 0.1], [0.0, 0.0, 0.0], [0.0, 0.0, 0.0], [-0.4, -0.2, 0.0], [0.0, 0.0, 0.1], [0.0, 0.0, 0.0], [0.0, -0.1, 0.0], [-0.1, 0.0, -0.2], [0.0, 0.0, 0.0], [0.0, 0.0, 0.0], [0.1, 0.0, 0.0], [0.0, 0.0, 0.0], [0.0, 0.0, 0.0], [0.0, 0.0, 0.0], [0.1, -0.1, 0.0], [0.0, 0.0, 0.0], [0.0, 0.0, 0.0], [0.0, 0.0, 0.0], [0.0, 0.0, 0.0], [0.0, 0.0, 0.0], [-0.1, 0.0, 0.0], [0.0, 0.0, 0.0], [0.0, 0.0, 0.0], [0.0, 0.0, 0.0], [0.0, 0.0, 0.0], [0.0, 0.0, 0.0], [-0.1, 0.0, 0.0], [0.0, 0.0, -0.1], [0.0, 0.0, 0.0], [0.0, 0.0, 0.0], [0.0, 0.0, 0.0], [0.0, 0.0, 0.0], [0.0, 0.0, 0.0], [0.0, 0.0, 0.0], [0.0, 0.0, 0.0], [0.0, 0.0, 0.0], [0.0, -0.1, 0.0], [0.0, 0.0, 0.0], [0.0, 0.0, 0.0], [0.0, 0.2, 0.0], [0.0, 0.1, 0.0], [0.0, 0.0, 0.0], [0.0, 0.0, 0.0], [0.0, 0.0, 0.0], [0.0, 0.0, 0.0], [0.0, 0.0, 0.0], [0.0, 0.0, 0.0], [0.1, 0.2, 0.0], [0.1, 0.1, -0.1], [0.0, 0.0, 0.0], [0.0, 0.0, 0.0], [0.0, 0.0, 0.0], [0.0, 0.0, 0.0], [0.0, 0.0, 0.0], [0.0, 0.0, 0.0], [0.0, 0.0, 0.0], [0.0, 0.0, 0.0], [0.0, 0.0, 0.0], [0.5, 0.1, 0.1], [-0.1, 0.0, 0.0], [0.0, 0.0, 0.0], [0.0, 0.0, 0.0], [0.0, 0.0, 0.0], [0.0, 0.0, 0.0], [0.0, 0.0, 0.0], [0.0, 0.0, 0.0], [0.0, 0.0, 0.0], [0.0, 0.0, 0.0], [0.0, 0.0, 0.0], [0.0, 0.0, 0.0], [0.1, 0.0, 0.0], [0.0, 0.0, 0.0], [0.0, 0.0, 0.0], [0.0, 0.0, 0.0], [0.0, 0.0, 0.0], [-0.1, 0.1, 0.0], [0.0, 0.0, 0.0], [0.0, 0.0, 0.0], [0.0, 0.1, 0.0], [0.0, 0.0, 0.0]]
}

***

No. 2
{
  "formula": "C56H46Cl4N5Si2Tc",
  "method": "wB97M-V/def2-TZVPD",
  "total_charge": 1,
  "spin_multiplicity": 4,
  "homo_energy_ev": [-9.6, -10.0],
  "orbital_gap_ha": [0.20083, 0.20687],
  "elements": ["H", "H", "C", "H", "C", "C", "H", "Cl", "C", "C", "C", "C", "H", "Cl", "H", "H", "H", "H", "H", "C", "C", "H", "C", "C", "C", "H", "C", "H", "H", "H", "C", "C", "C", "H", "Tc", "H", "H", "C", "C", "N", "C", "C", "Si", "C", "H", "H", "H", "C", "C", "H", "C", "C", "H", "H", "H", "N", "C", "C", "C", "C", "N", "C", "C", "H", "C", "H", "N", "C", "C", "C", "C", "Cl", "C", "C", "C", "H", "H", "H", "Si", "H", "H", "C", "H", "C", "C", "H", "H", "H", "H", "C", "C", "Cl", "C", "N", "H", "H", "C", "C", "H", "H", "C", "H", "C", "C", "H", "C", "C", "C", "C", "H", "H", "H", "C", "C"],
  "xyz": [[0.0987, -2.1002, 4.0611], [3.5153, 1.3868, 0.5194], [-3.1366, -1.0903, 0.0865], [0.4006, -2.9916, 2.5750], [3.0038, -0.6186, 4.3967], [-1.0012, -4.0277, 0.7164], [1.2741, 2.3451, 4.7105], [4.6507, -7.0240, -3.7265], [3.4319, 0.4190, -2.0706], [0.6043, 3.4338, 1.7613], [-4.9225, 2.9769, -2.6183], [0.5577, -2.8146, -0.3507], [1.4594, -3.2086, 3.9634], [-6.4512, 3.8015, -6.2042], [-4.4860, -4.3943, 4.4619], [-3.2656, 1.2535, 1.3685], [-3.9220, 1.3944, 3.7528], [4.1522, -0.8422, 1.5857], [4.3760, 6.1883, -0.7769], [-1.2254, 3.7578, -2.2107], [-3.1586, 0.6430, -1.2763], [-0.1317, 3.1229, 1.0225], [-4.5056, -0.8310, -0.2518], [-5.7710, 3.4137, -3.6225], [-1.3580, -2.6363, 0.7015], [3.3628, -4.2064, -0.0076], [-5.5208, -4.6739, 1.2493], [-6.2643, -5.1929, 0.6603], [4.2180, 1.5474, 2.1256], [-2.8520, -2.8736, 3.3802], [-4.5129, -4.2287, 3.3937], [1.9086, 2.3342, -1.5177], [3.5027, 1.9866, 1.4265], [3.8607, -2.5130, 2.0584], [-0.3022, 0.1741, 0.0093], [3.8430, 0.0413, 4.1695], [3.9896, -1.6569, -2.4763], [1.6013, -2.5202, -1.2209], [2.9143, 3.3433, -1.9334], [-0.3376, -1.9047, 0.1603], [0.9714, 0.3466, 2.0827], [3.3827, -1.6133, 1.6609], [2.0205, -1.0700, 2.8397], [-5.3834, 3.2901, -4.9473], [3.2654, 2.5231, -3.8922], [2.7469, 4.4632, -0.1124], [-3.8453, 2.6780, -6.3099], [4.1308, 5.3801, -1.4521], [-2.9147, 1.1166, 3.4798], [2.7755, -5.1912, -4.8147], [2.9059, -4.9678, -3.7648], [-2.6841, -2.2121, 0.7921], [3.0308, -1.8276, 0.6612], [2.4069, -0.1579, 5.1855], [2.9667, 1.8923, 4.4950], [-1.3103, 0.7052, 1.7859], [0.5939, 2.7714, -1.3570], [3.2757, -0.9274, -2.1317], [-1.9527, 0.8248, 4.4517], [0.1614, -4.1393, 0.0278], [-2.3366, -0.1643, -0.5359], [-3.6053, -3.3773, 2.7857], [2.2148, 0.9659, -1.5489], [1.5379, -3.3180, -3.7677], [2.3685, -3.6469, -1.8197], [2.4418, 3.5341, 4.1559], [-0.4530, 1.9338, -1.0621], [4.7297, 5.3163, -2.7012], [-2.7756, 1.8341, -1.9031], [-3.6590, -3.1441, 1.4138], [-0.6706, 0.5000, 4.0648], [5.8641, 6.5286, -3.1699], [-4.5110, 0.1846, -1.1512], [3.7711, -5.7310, -2.9954], [2.2157, -3.9212, -3.1765], [0.6894, 4.8246, -2.2355], [3.4220, -1.5437, 4.8008], [-5.3563, -1.3581, 0.1418], [1.8134, 2.0596, 2.2621], [-5.2087, 3.0958, -1.5807], [-1.9175, 4.4126, -2.7143], [0.0915, 3.9700, -1.9680], [-4.6353, -3.6800, -0.4221], [3.2188, 4.4059, -1.0850], [3.2353, -4.4272, -1.0600], [4.8643, 4.2578, -4.5598], [4.6305, -6.0597, -1.0606], [-1.6147, -4.8112, 1.1292], [-2.3352, 1.9055, -4.5142], [4.4171, 4.2864, -3.5757], [-1.5544, 2.4636, -1.6901], [-6.6039, -5.9299, 3.3756], [3.5185, 3.3066, -3.1897], [1.3638, -0.0624, -1.2118], [0.1018, 0.2929, 4.7929], [4.2995, 0.9881, -2.3542], [-5.4698, -4.8694, 2.6221], [-4.1450, 2.7578, -5.2740], [0.7012, -5.0371, -0.2208], [-5.3690, 0.6085, -1.6424], [3.9435, -5.4639, -1.6456], [-6.7308, 3.8491, -3.3800], [-3.3011, 2.3271, -4.2649], [0.8827, -2.4722, 3.3998], [1.1183, 4.3133, 1.3694], [2.1526, 2.4831, 4.0769], [2.0013, -1.2262, -1.5574], [-0.3495, 0.4882, 2.7014], [-3.6874, 2.4163, -2.9277], [3.8585, 2.9884, 1.1775], [0.0602, 3.7546, 2.6527], [-2.2118, 0.8701, 5.5016], [-2.5558, 1.0365, 2.1576], [-4.6157, -3.8141, 0.6517]],
  "forces_ev_per_angstrom": [[0.0, 0.0, 0.0], [0.0, 0.0, 0.0], [0.0, -0.3, 0.1], [0.0, 0.0, 0.0], [-0.2, 0.1, -0.1], [0.0, 0.1, 0.0], [0.0, 0.0, 0.0], [0.0, -0.1, 0.0], [0.0, -0.2, 0.0], [0.1, -0.2, -0.1], [0.2, 0.1, 0.0], [0.1, -0.1, -0.1], [0.0, 0.0, 0.0], [0.0, 0.0, 0.0], [0.0, 0.0, 0.0], [0.0, -0.1, 0.0], [0.0, 0.0, 0.0], [0.0, 0.0, 0.0], [0.0, 0.0, 0.0], [0.2, 0.1, 0.0], [0.1, 0.1, 0.1], [0.0, 0.1, 0.0], [0.0, 0.1, 0.0], [-0.1, 0.1, 0.0], [0.0, -0.1, 0.0], [0.0, 0.0, 0.0], [0.0, 0.0, 0.0], [0.0, 0.0, 0.0], [0.0, 0.0, 0.0], [0.0, 0.0, 0.0], [0.0, 0.0, 0.1], [-0.2, -0.2, 0.1], [-0.2, 0.1, 0.0], [0.0, 0.0, 0.0], [0.6, -0.4, 0.9], [0.0, 0.0, 0.0], [0.0, 0.0, 0.0], [0.1, 0.2, 0.1], [0.1, 0.1, 0.0], [-0.1, 0.1, -0.1], [-0.2, 0.0, -0.9], [-0.2, 0.0, 0.2], [0.3, -0.2, 0.0], [0.1, -0.1, 0.1], [0.0, 0.0, 0.0], [0.0, 0.0, 0.0], [0.0, 0.0, 0.0], [0.0, 0.1, 0.0], [0.0, 0.0, 0.0], [0.0, 0.0, 0.0], [0.0, 0.0, -0.1], [-0.1, 0.3, -0.2], [0.0, -0.1, -0.2], [0.1, 0.0, 0.0], [-0.1, 0.1, 0.0], [0.1, 0.2, 0.2], [0.2, -0.1, -0.3], [0.1, 0.2, 0.0], [0.1, -0.1, -0.1], [0.0, 0.1, 0.1], [0.1, 0.1, -0.4], [0.0, 0.1, -0.1], [0.0, 0.1, 0.0], [0.0, 0.0, 0.0], [0.0, 0.0, 0.0], [0.0, 0.0, -0.1], [-0.1, 0.0, -0.1], [-0.1, -0.1, 0.1], [0.0, -0.1, 0.2], [-0.1, 0.0, 0.1], [-0.1, 0.0, 0.1], [0.0, 0.1, 0.0], [-0.1, -0.1, 0.1], [-0.1, 0.1, 0.1], [0.0, 0.0, 0.1], [0.0, 0.0, -0.1], [0.0, -0.1, -0.1], [0.0, -0.1, 0.0], [0.1, 0.0, 0.3], [-0.1, 0.0, 0.0], [0.0, 0.0, 0.0], [-0.1, 0.0, 0.1], [0.0, 0.0, 0.0], [0.0, -0.1, 0.1], [-0.1, 0.1, 0.0], [0.0, 0.0, 0.0], [0.0, 0.0, 0.0], [0.0, 0.0, 0.0], [0.0, 0.0, 0.0], [0.0, 0.0, -0.1], [-0.2, 0.0, 0.0], [-0.1, -0.1, 0.0], [-0.1, 0.0, 0.0], [0.0, 0.0, -0.1], [0.0, 0.0, 0.0], [0.0, 0.0, 0.0], [0.1, 0.1, -0.1], [0.0, 0.0, -0.1], [0.0, 0.0, -0.1], [0.0, 0.0, 0.0], [0.0, 0.0, 0.0], [0.0, 0.0, 0.0], [-0.1, 0.0, 0.1], [0.2, 0.1, -0.2], [0.0, 0.0, 0.0], [0.1, -0.2, -0.1], [-0.1, -0.3, 0.2], [0.0, 0.1, 0.3], [-0.1, 0.0, 0.0], [0.1, -0.1, 0.1], [0.0, 0.0, 0.0], [0.0, 0.0, 0.0], [-0.3, 0.0, -0.1], [0.1, 0.0, 0.0]]
}

***

no.,electronic energy (eV)
1,-82681.9866
2,-134311.0960